1.
ORCA calculation (ωB97M-V with the def2-TZVPD basis set) on a 2-piece molecular cluster, C3H11NO2 overall at a distorted geometry.

Geometry as XYZ:
```
17
Properties=species:S:1:pos:R:3
C -2.5023 1.3552 1.2780
N -2.2320 0.1335 0.5385
C -1.0481 0.2825 -0.2140
O 0.1225 0.0023 0.4842
C 1.1718 -0.1558 -0.5092
H -2.5072 2.2136 0.5854
H -1.7540 1.5433 2.0662
H -3.4968 1.2771 1.7486
H -2.9897 0.1503 -0.1560
H -1.2217 -0.4882 -0.9895
H -1.1460 1.2738 -0.6968
H 2.1581 -0.2731 -0.0296
H 1.2605 0.5881 -1.3188
H 0.8781 -1.1230 -0.9508
O 4.7566 -2.3398 -0.3852
H 4.7096 -1.7584 -1.1776
H 3.8406 -2.6815 -0.2735
```

Calculated values
- E_tot (eV) = -8872.877
- max |F| (eV/Å) = 2.28
- relative energy (zero: lowest compared OMol25 entry of this formula, charge and spin) (kcal per mole) = 37.18
- SMILES string = CNCOC.O

2.
ORCA calculation (ωB97M-V with the def2-TZVPD basis set) on a 3-piece molecular cluster, C3H11NO2 overall at a distorted geometry.

Geometry as XYZ:
```
17
Properties=species:S:1:pos:R:3
C -1.4721 0.4834 0.9224
C -0.8193 -0.6862 0.7917
C -1.2860 -1.6392 -0.2958
N -0.2993 -1.4363 1.8819
H -1.1354 1.0279 1.8086
H -1.8659 1.0489 0.0925
H -2.2484 -1.9607 0.0390
H -0.7329 -2.5746 -0.5335
H -1.3616 -1.1070 -1.2293
H -0.4295 -2.4256 1.7763
H -0.4471 -0.9206 2.7324
O 2.0886 0.1402 -2.0547
H 1.2564 -0.1894 -2.3886
H 1.9177 0.3778 -1.1525
O 2.1354 3.6549 -0.9223
H 2.8363 3.4443 -0.3026
H 1.8630 2.7622 -1.1655
```

Calculated values
- E_tot (eV) = -8873.194
- max |F| (eV/Å) = 3.42
- relative energy (zero: lowest compared OMol25 entry of this formula, charge and spin) (kcal per mole) = 29.86
- SMILES string = C=C(C)N.O.O

| no. | HOMO level (eV) | LUMO level (eV) |
| --- | --- | --- |
| 1 | -9.3981 | 0.72 |
| 2 | -8.5717 | 0.54 |